Record 1
A cluster of 2 separate species, C18H19F2N2 in total, computed with wB97M-V/def2-TZVPD.

Last column: Löwdin charge in e.
Atoms and positions in Å:
1 C 0.083 -0.896 -3.321  -0.0422
2 N 0.424 0.505 -3.114  -0.2995
3 C -0.627 1.514 -3.142  -0.0489
4 N 1.660 0.960 -3.191  -0.0486
5 C 2.687 0.243 -3.526  -0.0598
6 H -0.792 -0.959 -3.990  0.0918
7 H 0.909 -1.458 -3.781  0.0636
8 H -0.171 -1.403 -2.368  0.0658
9 H -1.442 1.189 -3.799  0.0846
10 H -1.032 1.705 -2.137  0.0477
11 H -0.214 2.453 -3.529  0.0887
12 H 3.687 0.701 -3.424  0.0600
13 H 2.609 -0.759 -3.990  0.0520
14 F 1.269 -0.253 5.272  0.0605
15 C 1.412 0.797 4.396  -0.2136
16 C 2.295 1.818 4.746  0.0574
17 C 2.424 2.893 3.852  -0.0319
18 C 1.707 2.935 2.668  0.0030
19 C 0.807 1.890 2.310  -0.1878
20 C 0.060 1.995 1.096  0.0759
21 C -0.671 0.969 0.477  -0.0611
22 C -0.300 -0.371 0.460  0.0275
23 C -1.193 -1.468 0.193  -0.2192
24 C -2.597 -1.262 0.122  0.0756
25 C -3.424 -2.343 -0.148  -0.2167
26 F -4.779 -2.133 -0.234  0.0604
27 C -2.940 -3.635 -0.350  0.0493
28 C -1.554 -3.840 -0.245  -0.0353
29 C -0.694 -2.788 0.032  -0.0185
30 C 0.704 0.779 3.201  0.0798
31 H 2.882 1.759 5.664  0.1409
32 H 3.104 3.703 4.099  0.1233
33 H 1.860 3.747 1.955  0.1290
34 H 0.002 2.995 0.654  0.1418
35 H -1.553 1.267 -0.109  0.1164
36 H 0.721 -0.631 0.749  0.1423
37 H -3.021 -0.281 0.323  0.1321
38 H -3.624 -4.447 -0.590  0.1370
39 H -1.154 -4.841 -0.386  0.1218
40 H 0.375 -2.958 0.166  0.1278
41 H 0.102 -0.090 2.937  0.1270

Summary:
Net charge   +1
Energy   -27379.287 eV
Energy relative to the best compared isomer or geometry (same formula, charge and spin)   320.5 kJ/mol
Frontier orbital gap   4.20 eV
HOMO   -10.3777 eV

---

Record 2
A structure of composition C36H51BrIN2O4Ti, computed with wB97M-V/def2-TZVPD.

Last column: Mulliken spin population.
Atoms and positions in Å:
1 Ti 0.314 -0.061 -0.369  0.9368
2 C 0.564 1.763 -2.343  -0.0344
3 C -0.228 0.859 -3.074  -0.0429
4 C 0.398 -0.399 -3.053  0.0947
5 C 1.634 -0.260 -2.364  -0.0345
6 C 1.743 1.089 -1.934  0.0165
7 C 3.034 1.794 -1.650  -0.0015
8 C 2.771 -1.236 -2.420  0.0095
9 C -0.050 -1.639 -3.765  -0.0084
10 C -1.523 1.146 -3.762  0.0024
11 C 0.348 3.229 -2.121  0.0058
12 H 3.381 2.291 -2.561  -0.0007
13 H 3.822 1.114 -1.334  -0.0003
14 H 2.939 2.565 -0.882  0.0004
15 H 3.386 -1.071 -3.310  -0.0006
16 H 2.416 -2.266 -2.454  -0.0031
17 H 3.424 -1.160 -1.551  -0.0005
18 H 0.497 -1.789 -4.701  0.0019
19 H -1.110 -1.599 -4.024  0.0008
20 H 0.104 -2.543 -3.170  -0.0052
21 H -1.433 1.022 -4.843  -0.0010
22 H -1.862 2.165 -3.585  -0.0003
23 H -2.324 0.477 -3.439  -0.0007
24 H 1.107 3.826 -2.635  -0.0001
25 H 0.407 3.496 -1.061  -0.0009
26 H -0.622 3.563 -2.489  -0.0005
27 C 0.993 0.559 7.489  0.0001
28 C 0.574 1.835 6.749  -0.0002
29 C -0.816 2.246 7.229  0.0001
30 C 1.558 2.956 7.095  0.0000
31 C 0.592 1.571 5.248  0.0022
32 C -0.550 1.506 4.466  -0.0014
33 C -0.446 1.274 3.104  0.0001
34 Br -2.092 1.193 2.155  0.0005
35 C 0.760 1.113 2.442  0.0196
36 O 0.814 1.009 1.125  0.0190
37 C 1.917 1.081 3.223  -0.0011
38 C 1.794 1.335 4.589  -0.0009
39 C 3.323 0.731 2.703  0.0006
40 C 3.380 0.481 1.199  0.0062
41 C 4.301 1.883 3.010  -0.0001
42 C 3.810 -0.556 3.393  0.0002
43 H 0.968 0.712 8.567  0.0000
44 H 2.004 0.261 7.216  0.0000
45 H 0.323 -0.266 7.245  -0.0001
46 H -0.775 2.513 8.284  0.0000
47 H -1.536 1.436 7.123  0.0000
48 H -1.194 3.108 6.680  -0.0001
49 H 1.498 3.192 8.156  0.0001
50 H 1.336 3.862 6.532  -0.0001
51 H 2.587 2.675 6.879  0.0000
52 H -1.533 1.627 4.895  -0.0004
53 H 2.692 1.323 5.181  -0.0002
54 H 3.078 1.361 0.640  0.0010
55 H 2.743 -0.364 0.889  -0.0004
56 H 4.410 0.243 0.932  0.0008
57 H 3.939 2.815 2.577  -0.0001
58 H 5.274 1.663 2.570  0.0000
59 H 4.457 2.051 4.070  0.0000
60 H 3.163 -1.394 3.136  -0.0003
61 H 3.833 -0.480 4.476  0.0001
62 H 4.818 -0.791 3.053  -0.0001
63 C -3.067 2.719 -0.926  0.0003
64 N -3.689 1.410 -0.841  -0.0004
65 C -5.085 1.374 -1.225  0.0000
66 C -2.923 0.295 -0.727  -0.0294
67 O -1.678 0.364 -0.857  0.0402
68 N -3.565 -0.902 -0.552  0.0039
69 C -2.854 -2.130 -0.843  0.0252
70 C -4.592 -1.040 0.467  0.0004
71 H -3.509 3.394 -0.193  0.0000
72 H -3.229 3.127 -1.927  0.0002
73 H -2.001 2.643 -0.740  -0.0005
74 H -5.216 1.978 -2.125  0.0000
75 H -5.729 1.780 -0.444  0.0000
76 H -5.389 0.355 -1.444  0.0000
77 H -2.050 -1.941 -1.556  0.0050
78 H -3.552 -2.840 -1.290  0.0002
79 H -2.428 -2.561 0.065  -0.0014
80 H -4.915 -0.069 0.827  -0.0001
81 H -4.187 -1.595 1.315  -0.0001
82 H -5.462 -1.576 0.081  0.0000
83 I 0.319 -8.133 2.910  0.0003
84 C 0.332 -6.196 2.185  0.0055
85 C 1.399 -5.760 1.408  -0.0033
86 C 1.397 -4.457 0.927  0.0039
87 C 0.329 -3.622 1.228  0.0007
88 C -0.732 -4.059 2.008  0.0043
89 C -0.737 -5.360 2.493  -0.0028
90 C 0.317 -2.208 0.697  0.0634
91 O 1.327 -1.772 0.057  -0.0407
92 O -0.678 -1.462 0.850  -0.0553
93 H 2.220 -6.425 1.182  -0.0001
94 H 2.209 -4.085 0.321  0.0008
95 H -1.540 -3.379 2.238  0.0009
96 H -1.552 -5.714 3.104  0.0000

Summary:
Net charge   0
Expectation value of S²   0.754
Energy   -150592.789 eV
Spin multiplicity   2
Energy relative to the best compared isomer or geometry (same formula, charge and spin)   26.1 kJ/mol
Frontier orbital gap (spin up / spin down)   7.37 / 7.52 eV
HOMO (spin up / spin down)   -7.0397 / -7.2401 eV

---

Record 3
A structure of composition C25H50MoNO4PSi, computed with wB97M-V/def2-TZVPD.

Last column: Mulliken spin population.
Atoms and positions in Å:
1 C -2.806 0.216 -4.105  0.0092
2 C -2.607 -1.002 -3.466  0.2560
3 C -1.821 -1.077 -2.310  -0.0281
4 C -1.237 0.084 -1.800  0.0537
5 C -1.472 1.319 -2.419  -0.0328
6 C -2.284 1.398 -3.562  0.3178
7 C -1.685 -2.403 -1.598  0.0645
8 C -0.269 -2.935 -1.392  0.0260
9 N 0.744 -1.866 -1.152  -0.0196
10 Mo 0.069 -0.102 0.018  1.3887
11 C -0.811 2.525 -1.799  0.0235
12 P 0.785 1.905 -1.085  -0.0153
13 H -3.049 -1.930 -3.849  -0.0124
14 H -2.491 2.365 -4.018  -0.0163
15 H -3.379 0.244 -5.024  0.0091
16 H -1.379 2.938 -0.945  0.0239
17 H -0.594 3.331 -2.517  -0.0036
18 H -2.205 -2.372 -0.623  0.0410
19 H -2.201 -3.153 -2.214  -0.0038
20 H -0.250 -3.619 -0.532  -0.0087
21 C 1.473 3.298 -0.161  0.0056
22 C 1.735 2.008 -2.644  -0.0023
23 H 0.068 -3.495 -2.284  0.0036
24 C 1.331 -1.451 -2.452  0.0329
25 C 1.863 -2.418 -0.360  0.0119
26 H -0.257 1.257 0.904  -0.0917
27 H 1.790 -2.348 -2.904  0.0026
28 H 0.564 -1.057 -3.127  0.0041
29 H 2.096 -0.686 -2.267  -0.0062
30 H 2.401 -3.143 -0.988  0.0078
31 H 2.529 -1.589 -0.073  -0.0071
32 H 1.480 -2.916 0.535  -0.0036
33 H 1.742 3.057 -2.977  0.0007
34 H 2.759 1.679 -2.437  -0.0006
35 H 1.299 1.390 -3.441  0.0004
36 H 1.597 4.172 -0.811  -0.0009
37 H 0.819 3.534 0.688  -0.0005
38 H 2.445 2.963 0.222  -0.0010
39 H 1.394 0.565 0.872  -0.0365
40 C 1.647 -1.734 4.964  0.0002
41 C 1.107 -2.930 4.195  0.0007
42 C 2.166 -3.377 3.189  -0.0003
43 C 0.762 -4.100 5.114  -0.0002
44 O -0.170 -2.612 3.579  -0.0012
45 Si -0.848 -1.349 2.757  0.0301
46 O -0.511 -1.694 1.235  0.0324
47 O -2.483 -1.379 3.041  0.0293
48 C -3.386 -1.712 4.142  0.0015
49 C -4.246 -2.913 3.743  0.0003
50 C -2.639 -2.044 5.426  -0.0004
51 C -4.272 -0.482 4.344  -0.0001
52 O -0.328 0.066 3.386  -0.0742
53 C -0.312 1.404 3.959  0.0016
54 C -1.420 2.237 3.329  -0.0045
55 C -0.524 1.330 5.472  -0.0013
56 C 1.058 1.997 3.638  -0.0051
57 H 2.554 -2.064 5.498  0.0001
58 H 0.927 -1.373 5.707  -0.0001
59 H 1.921 -0.908 4.295  0.0000
60 H 3.029 -3.745 3.764  0.0000
61 H 1.813 -4.199 2.554  0.0002
62 H 2.523 -2.552 2.559  -0.0002
63 H 0.040 -3.787 5.878  0.0000
64 H 0.321 -4.920 4.529  0.0000
65 H 1.661 -4.468 5.611  0.0001
66 H -3.638 -3.823 3.652  0.0000
67 H -5.001 -3.091 4.515  0.0000
68 H -4.767 -2.740 2.794  -0.0001
69 H -1.957 -1.241 5.727  0.0000
70 H -3.397 -2.168 6.219  0.0000
71 H -2.074 -2.980 5.342  -0.0001
72 H -3.673 0.369 4.688  0.0000
73 H -4.762 -0.206 3.400  -0.0002
74 H -5.045 -0.681 5.096  0.0000
75 H -2.400 1.766 3.497  -0.0001
76 H -1.402 3.231 3.800  0.0001
77 H -1.239 2.349 2.251  -0.0015
78 H 0.256 0.737 5.973  0.0002
79 H -0.460 2.353 5.862  0.0000
80 H -1.527 0.947 5.716  0.0001
81 H 1.868 1.430 4.121  0.0001
82 H 1.220 2.009 2.547  0.0009
83 H 1.097 3.024 4.008  0.0000

Summary:
Net charge   +2
Expectation value of S²   2.031
Energy   -55424.305 eV
Spin multiplicity   3
Frontier orbital gap (spin up / spin down)   5.34 / 3.25 eV
HOMO (spin up / spin down)   -14.0795 / -14.0833 eV

---

Record 4
A structure of composition C8H20ClI2OP2Ti, computed with wB97M-V/def2-TZVPD.

Last column: Löwdin charge in e.
Atoms and positions in Å:
1 I 0.001 -1.432 -6.118  0.2890
2 I 0.001 1.277 -6.056  0.2988
3 Ti 0.000 -0.033 0.241  0.8414
4 P -2.413 -0.043 0.163  0.7460
5 C -3.319 -0.120 -1.410  -0.2180
6 C -3.070 -1.450 1.129  -0.1909
7 H -4.154 -1.341 1.225  0.0922
8 H -4.232 1.298 1.006  0.0909
9 H -2.597 -1.479 2.114  0.0510
10 H -2.746 1.555 1.983  0.0360
11 H -3.046 -1.032 -1.944  0.0669
12 H -2.842 -2.378 0.596  0.0721
13 C -3.145 1.425 0.974  -0.2058
14 H -4.398 -0.113 -1.226  0.0869
15 H -2.904 2.310 0.381  0.0721
16 H -3.050 0.740 -2.026  0.0665
17 P 2.413 -0.057 0.170  0.7460
18 C 3.324 -0.137 -1.400  -0.2181
19 C 3.151 1.405 0.986  -0.2056
20 H 2.584 -1.496 2.120  0.0510
21 H 4.144 -1.368 1.235  0.0922
22 H 2.826 -2.395 0.601  0.0721
23 C 3.058 -1.469 1.136  -0.1909
24 H 2.749 1.536 1.994  0.0360
25 H 4.237 1.271 1.023  0.0909
26 H 4.402 -0.134 -1.212  0.0870
27 H 3.059 0.725 -2.016  0.0664
28 H 2.919 2.292 0.393  0.0721
29 H 3.049 -1.048 -1.935  0.0671
30 C 0.003 0.025 -1.839  -0.1216
31 O 0.004 -0.080 -3.004  -0.0069
32 Cl 0.001 1.974 2.402  0.7113
33 C -0.002 0.192 2.447  -0.5984
34 H 0.884 -0.212 2.936  0.0274
35 H -0.892 -0.209 2.933  0.0270

Summary:
Net charge   +3
Energy   -81051.774 eV
Energy relative to the best compared isomer or geometry (same formula, charge and spin)   48.2 kJ/mol
Frontier orbital gap (spin up / spin down)   3.06 / 3.04 eV
HOMO (spin up / spin down)   -17.0382 / -17.0375 eV

---

Record 5
A cluster of 7 separate species, H14O7 in total, computed with wB97M-V/def2-TZVPD.

Last column: Löwdin charge in e.
Atoms and positions in Å:
1 O -2.146 0.879 -2.395  -0.0739
2 H -2.624 0.151 -1.997  -0.0049
3 H -1.707 1.307 -1.661  -0.0464
4 O -3.019 -0.396 -0.141  -0.0383
5 H -2.558 -1.210 0.066  0.0488
6 H -2.993 0.108 0.672  0.0507
7 O -0.865 2.497 -0.573  -0.0353
8 H -1.426 3.221 -0.850  0.0650
9 H -0.064 2.919 -0.262  0.0612
10 O 2.415 -2.589 0.010  -0.0333
11 H 1.957 -2.769 0.831  0.0511
12 H 3.223 -3.099 0.070  0.0512
13 O 0.115 -0.320 0.516  -0.0325
14 H 1.034 -0.443 0.280  0.0177
15 H -0.173 0.421 -0.017  0.0109
16 O -0.480 -0.095 3.531  -0.0607
17 H -0.021 0.558 4.060  0.0259
18 H -0.120 0.013 2.651  -0.0180
19 O 2.837 -0.314 -1.819  -0.0486
20 H 2.952 -1.008 -1.170  -0.0213
21 H 3.663 0.170 -1.803  0.0306

Summary:
Structure (SMILES)   O.O.O.O.O.O.O
Net charge   0
Energy   -14559.929 eV
Energy relative to the best compared isomer or geometry (same formula, charge and spin)   147.8 kJ/mol
Frontier orbital gap   10.38 eV
HOMO   -10.1777 eV

---

Record 6
The ion C4H8NO2 with charge -1, computed with wB97M-V/def2-TZVPD.

Last column: Löwdin charge in e.
Atoms and positions in Å:
1 C -0.551 0.656 1.033  -0.1961
2 C 0.077 -0.246 0.235  -0.0833
3 C -1.407 0.273 2.198  -0.1655
4 C 1.018 0.073 -0.865  -0.6548
5 N 0.195 -0.079 -2.277  -0.1098
6 O 0.664 -1.354 -2.790  -0.2593
7 O 2.072 -0.637 -0.856  -0.2209
8 H -0.643 1.824 0.986  0.1154
9 H 0.173 -1.269 0.721  0.1316
10 H -2.170 1.075 2.452  0.0820
11 H -0.799 0.045 3.034  0.0451
12 H -1.876 -0.631 2.018  0.0296
13 H 1.320 1.222 -0.928  0.1318
14 H 0.588 0.632 -2.974  0.0749
15 H 1.340 -1.583 -1.987  0.0793

Summary:
Structure (SMILES)   C/C=C/[C@@H]([O-])NO
Net charge   -1
Energy   -9859.844 eV
Energy relative to the best compared isomer or geometry (same formula, charge and spin)   476.9 kJ/mol
Frontier orbital gap   7.31 eV
HOMO   -3.3743 eV

---

no.,largest force on an atom (eV/A)
1,2.180
2,2.733
3,6.797
4,6.649
5,0.885
6,3.833